Density functional theory data (ωB97M-V/def2-TZVPD) for a molecular structure, C30H84N2O14Pd.

Geometry as XYZ:
```
131
Properties=species:S:1:pos:R:3:forces:R:3:lowdin_charge:R:1
Pd 9.816521 -7.134967 14.902658 0.8 0.1 -1.0 0.733
C 16.733049 -0.256616 19.335640 0.5 -0.1 -0.3 -0.033
C 17.818262 -0.062988 18.191710 0.9 -1.2 -0.3 -0.431
C 17.509200 -1.127358 17.104273 -0.9 -0.4 -0.6 -0.160
C 16.242245 -0.894716 16.265858 0.6 1.5 0.7 -0.165
C 16.447981 0.496744 15.559652 -0.5 -1.5 0.6 -0.123
C 16.643328 1.638898 16.598485 0.8 1.2 -0.2 -0.439
N 17.819988 1.295596 17.544268 0.3 3.3 3.2 -0.015
O 18.202388 2.406690 18.466582 -1.7 -4.7 -3.8 -0.055
C 15.387497 1.895566 17.421512 -1.0 -0.5 0.1 -0.022
C 17.013979 2.913022 15.778766 0.3 -0.2 -0.9 -0.042
C 19.286806 -0.485910 18.683419 -1.4 1.8 0.8 -0.027
H 15.744402 -0.474331 18.931548 -0.1 0.8 -0.2 0.052
H 16.714470 0.548841 20.069801 -0.1 0.2 -0.3 0.088
H 16.845451 -1.166544 19.925126 1.0 -0.2 -0.1 0.075
H 17.384807 -2.065395 17.645305 0.3 -0.2 0.0 0.115
H 18.294102 -1.252104 16.358323 0.5 0.1 0.4 0.118
H 15.407688 -0.866530 16.966450 -0.3 0.3 -0.2 0.072
H 15.991929 -1.714710 15.592772 0.4 0.1 -0.3 0.093
H 15.604236 0.628724 14.882319 -0.3 0.8 0.3 0.102
H 17.281078 0.436900 14.859321 0.4 0.0 0.3 0.111
H 14.820759 2.754976 17.063282 0.4 0.4 0.2 0.087
H 15.577757 1.934180 18.494086 0.0 0.4 -0.2 0.078
H 14.655217 1.099775 17.285236 0.1 -0.4 0.1 0.064
H 16.199042 3.273928 15.151291 -0.6 -0.6 0.1 0.079
H 17.752320 2.608638 15.036944 0.4 0.1 0.1 0.074
H 17.345476 3.857488 16.210259 0.2 -0.6 1.0 0.079
H 20.102090 -0.392930 17.965942 -0.5 -0.4 -0.5 0.079
H 19.212647 -1.461771 19.163323 0.2 0.0 -0.3 0.076
H 19.577285 0.242348 19.440624 -0.1 -0.1 0.3 0.066
C 12.715695 -4.980056 17.241820 -2.1 0.9 -0.5 -0.002
C 11.863056 -3.706039 16.673192 1.1 0.5 -1.9 -0.374
C 12.900327 -2.518516 16.633536 -1.4 1.1 -0.8 -0.122
C 12.246009 -1.206491 15.960405 1.0 -1.7 0.9 -0.137
C 11.787753 -1.536860 14.527868 -0.5 -0.2 0.9 -0.130
C 10.778643 -2.708356 14.476070 1.6 -1.2 -2.0 -0.483
N 11.426525 -3.853450 15.198644 1.6 -0.7 0.6 -0.168
O 11.264704 -5.209434 14.754770 -0.3 0.9 0.0 -0.319
C 10.558224 -3.111759 12.931033 1.5 -0.8 1.1 -0.015
C 9.454654 -2.321673 14.942775 -2.8 0.6 2.3 -0.068
C 10.681863 -3.329675 17.631594 1.0 0.0 0.9 -0.039
H 13.609713 -5.320819 16.719586 -0.1 0.6 -0.5 0.063
H 12.037058 -5.832884 17.257270 0.1 -0.1 0.0 0.049
H 12.984607 -4.726011 18.267121 0.1 0.1 0.1 0.065
H 13.767353 -2.768370 16.022028 -0.1 -0.5 -0.1 0.085
H 13.287129 -2.297577 17.628362 -0.2 0.2 0.2 0.088
H 13.003383 -0.422619 15.954900 0.1 0.1 -0.1 0.085
H 11.480196 -0.882879 16.665314 -0.3 0.2 -0.4 0.085
H 12.672945 -1.839645 13.968528 0.0 0.1 -0.2 0.082
H 11.321246 -0.666494 14.066420 0.1 0.2 -0.2 0.117
H 9.972805 -4.025344 12.827431 -0.3 0.2 0.3 0.059
H 11.523695 -3.429733 12.537500 0.2 0.1 -0.1 0.060
H 10.201254 -2.333238 12.256815 -0.2 0.3 0.5 0.080
H 8.946594 -3.150773 15.435286 -0.2 -0.6 -0.7 0.078
H 8.765830 -1.863602 14.232988 0.2 -0.2 -0.4 0.079
H 9.387507 -1.654216 15.801901 0.7 0.6 0.1 0.073
H 9.691140 -3.740931 17.438115 0.2 -0.1 -0.1 0.060
H 10.496356 -2.265368 17.776269 0.2 0.2 -0.7 0.067
H 11.008040 -3.586325 18.639490 -0.2 -0.5 0.3 0.080
C 9.343603 -6.856897 18.054449 -0.8 -1.2 -0.2 -0.129
O 9.541338 -6.130187 16.865487 0.4 1.3 1.6 -0.228
H 9.983963 -6.671416 18.916783 0.5 0.5 -0.3 0.087
H 8.318593 -6.649927 18.362054 -0.1 -0.7 0.3 0.070
H 9.566351 -7.865308 17.705749 -0.6 -0.4 0.7 0.070
H 9.842060 -5.278320 17.190302 0.2 0.3 -1.0 0.015
C 6.999932 -5.579549 14.595151 0.4 0.3 1.8 -0.133
O 8.121223 -6.084806 13.935574 0.0 0.1 -0.7 -0.211
H 6.207946 -6.327305 14.553516 -0.5 0.5 0.0 0.094
H 7.336589 -5.411421 15.618141 -0.4 -0.3 0.4 0.059
H 6.808686 -4.565127 14.245196 -0.7 -0.2 -0.4 0.092
H 7.976971 -5.696617 13.069488 1.2 -0.8 -1.0 0.036
C 14.814202 -3.814406 13.318781 -0.6 -0.6 0.2 -0.103
O 13.817498 -4.829237 13.463583 0.9 0.1 0.5 -0.162
H 15.622092 -3.910464 14.044162 0.4 -0.5 -0.2 0.075
H 15.120448 -3.968631 12.284122 0.6 0.9 0.2 0.079
H 14.397179 -2.846912 13.598341 -0.1 0.2 -0.8 0.046
H 13.096802 -4.450906 13.972549 -1.1 -0.2 1.0 0.036
C 8.071509 -4.639601 10.512491 0.4 -0.1 0.1 -0.128
O 7.982281 -5.869982 11.209815 0.1 -0.2 0.2 -0.126
H 7.463171 -3.952847 11.101032 -0.4 0.2 -0.7 0.085
H 9.072646 -4.208548 10.516676 0.3 -0.3 0.2 0.066
H 7.832380 -4.812835 9.463250 -0.6 0.6 0.1 0.086
H 7.952286 -6.610395 10.599502 0.2 0.1 0.1 0.095
C 16.478001 -6.864165 18.462627 0.4 1.2 -2.0 -0.229
O 16.417585 -7.817606 19.392707 -0.5 -2.6 3.3 -0.095
H 16.747323 -5.930509 18.956437 -0.1 0.1 -0.2 0.091
H 17.261386 -7.186553 17.776715 0.2 0.8 -0.7 0.083
H 15.524549 -6.785520 17.940260 0.0 0.5 -0.3 0.060
H 16.219914 -8.673719 19.005936 0.0 0.1 0.0 0.087
C 6.868091 -3.724508 19.571118 -0.7 0.8 -2.6 -0.096
O 6.637079 -4.717961 18.478005 0.9 -0.1 2.1 -0.151
H 7.568494 -2.978080 19.196435 0.4 -0.1 0.1 0.058
H 5.947627 -3.146450 19.652874 -0.2 -0.2 0.6 0.069
H 7.239999 -4.064770 20.537565 -0.3 -0.9 -0.5 0.079
H 6.281415 -4.307370 17.686483 0.0 0.5 0.3 0.060
C 15.459987 -0.287867 12.148238 -1.2 -0.5 -0.2 -0.171
O 15.327097 1.110523 12.265247 0.6 0.4 0.3 -0.117
H 16.305615 -0.710257 12.691009 0.3 0.6 -0.2 0.079
H 14.575966 -0.754400 12.582929 -0.1 -0.3 0.2 0.055
H 15.445826 -0.578429 11.097768 0.5 -0.2 -0.1 0.081
H 14.483614 1.351128 11.875063 0.0 0.0 0.0 0.079
C 13.623166 -1.498359 20.726362 0.6 1.6 0.3 -0.143
O 12.961757 -0.373630 20.108776 0.1 -0.7 0.0 -0.131
H 13.826747 -2.331200 20.053281 -0.7 -0.2 0.1 0.066
H 14.610322 -1.127428 21.002114 0.1 0.0 0.0 0.057
H 13.145055 -1.696783 21.685605 -0.1 -0.7 -0.2 0.082
H 12.024771 -0.472013 20.293072 -0.1 0.1 -0.2 0.064
C 5.945815 0.136021 14.131979 0.0 -0.2 -0.8 -0.158
O 4.893565 -0.576667 14.821299 1.0 0.9 0.1 -0.120
H 6.911889 0.197871 14.632945 -0.3 -0.8 0.6 0.067
H 6.094614 -0.352700 13.169111 0.3 -0.1 -0.1 0.069
H 5.793854 1.188179 13.891220 -0.9 0.1 0.2 0.071
H 4.057730 -0.197928 14.539265 0.0 0.0 0.0 0.068
C 13.132579 -5.451789 10.323985 1.3 0.8 1.2 -0.175
O 12.530348 -6.018971 11.451519 -1.5 -1.4 -1.1 -0.125
H 13.614605 -6.177700 9.669147 -0.4 -0.3 0.0 0.076
H 12.545766 -4.745059 9.737230 -0.5 -0.2 0.0 0.069
H 13.947485 -4.871350 10.756550 0.5 0.4 -0.6 0.051
H 12.672966 -5.501633 12.247527 0.3 0.2 0.0 0.016
C 15.310413 -7.926659 15.332578 1.4 0.1 -0.6 -0.163
O 14.142117 -7.491575 14.761984 -2.0 0.1 -0.2 -0.116
H 15.901528 -7.043394 15.574512 0.3 -0.3 0.6 0.080
H 15.123381 -8.569149 16.192995 0.1 0.1 0.0 0.079
H 15.853032 -8.450148 14.545416 0.5 -0.5 0.3 0.087
H 14.273888 -6.610326 14.404724 -0.5 0.5 -0.4 0.064
C 12.044952 -9.227130 16.570269 0.3 -1.0 0.6 -0.167
O 11.683690 -8.264012 15.675746 -1.4 1.4 -1.5 -0.193
H 12.393057 -8.738879 17.480513 0.1 -0.4 0.4 0.087
H 11.189026 -9.877508 16.750530 0.2 -0.1 0.3 0.088
H 12.845993 -9.783551 16.083616 0.2 -0.6 0.6 0.088
H 12.492798 -8.038606 15.210845 0.4 1.0 -0.6 0.043
```
Positions in Å, forces in eV/Å.

## Properties
* ⟨S²⟩: 2.01
* gap between HOMO and LUMO (spin up / spin down): 5.87 / 5.22 eV
* electronic energy: -2483.6131 Ha
* F_max: 6.26 eV/Å
* charge: 0
* highest occupied orbital energy (spin up / spin down): -5.502 / -5.364 eV
* 2S+1: 3